Computed, not measured: one molecule with the formula C19H33F8N4O7PS, with ωB97M-V/def2-TZVPD.

Each atom is followed by the atoms it is bonded to, with distances in Å.
Geometry (Å):
1 C -1.70857 -2.80780 -6.06995  C2 1.535, H41 1.089, H42 1.089, H43 1.091
2 C -1.18048 -1.96160 -4.90362  C1 1.535, O3 1.427, H44 1.097, H45 1.097
3 O -0.37684 -2.73639 -4.01454  C2 1.427, C4 1.417
4 C -0.52220 -2.21582 -2.70431  O3 1.417, C5 1.535, H46 1.101, H47 1.095
5 C 0.64209 -2.65562 -1.80607  C4 1.535, O6 1.415, H48 1.093, H49 1.096
6 O 0.98268 -1.63695 -0.88495  C5 1.415, C7 1.437
7 C 0.05963 -1.54646 0.21281  O6 1.437, C8 1.533, H50 1.092, H51 1.091
8 C 0.91304 -1.73647 1.47167  C7 1.533, C9 1.567, N32 1.474, H52 1.096
9 C 1.94777 -0.55946 1.47390  C8 1.567, O10 1.449, O13 1.388, H53 1.094
10 O 3.28129 -1.12611 1.46310  C9 1.449, N11 1.405
11 N 3.92213 -0.71144 0.28335  O10 1.405, O12 1.168
12 O 5.08319 -0.75610 0.39920  N11 1.168
13 O 1.77299 0.25819 2.58195  C9 1.388, C14 1.419
14 C 2.58132 1.42295 2.52607  O13 1.419, S15 1.840, C16 1.550, H54 1.091
15 S 2.78056 1.98829 4.26577  C14 1.840, H55 1.353
16 C 1.88756 2.54635 1.71375  C14 1.550, C17 1.542, H56 1.088, H57 1.089
17 C 2.65522 2.81548 0.40389  C16 1.542, O18 1.419, H58 1.096, H59 1.095
18 O 1.92322 3.64386 -0.48624  C17 1.419, C19 1.402
19 C 1.62644 3.04051 -1.71695  O18 1.402, C20 1.543, H60 1.092, H61 1.094
20 C 0.24405 2.35510 -1.73922  C19 1.543, F21 1.342, F22 1.339, C23 1.532
21 F 0.25969 1.53494 -2.80098  C20 1.342
22 F 0.13565 1.56657 -0.66222  C20 1.339
23 C -0.92515 3.34029 -1.83822  C20 1.532, F24 1.327, F25 1.325, C26 1.560
24 F -0.94401 4.06179 -0.72429  C23 1.327
25 F -0.71418 4.19426 -2.82876  C23 1.325
26 C -2.33411 2.69662 -2.02209  C23 1.560, F27 1.334, F28 1.329, C29 1.541
27 F -3.20874 3.47256 -1.37972  C26 1.334
28 F -2.42885 1.48715 -1.47959  C26 1.329
29 C -2.84886 2.62000 -3.47202  C26 1.541, F30 1.337, F31 1.328, H62 1.095
30 F -1.97070 2.03592 -4.29395  C29 1.337
31 F -3.20203 3.80742 -3.94924  C29 1.328
32 N 0.16371 -1.70106 2.74051  C8 1.474, C33 1.488, P39 1.736
33 C -1.15936 -2.37843 2.67079  N32 1.488, C34 1.547, H63 1.088, H64 1.098
34 C -2.36707 -1.41638 2.57824  C33 1.547, O35 1.168, N36 1.432
35 O -3.35289 -1.86140 2.13620  C34 1.168
36 N -2.34249 -0.06435 3.05034  C34 1.432, C37 1.459, C38 1.460
37 C -1.70282 0.86812 2.12786  N36 1.459, H65 1.092, H66 1.093, H67 1.093
38 C -1.83629 0.05720 4.41410  N36 1.460, H68 1.093, H69 1.098, H70 1.091
39 P 1.05740 -2.53689 3.97125  N32 1.736, N40 1.571, H71 1.410, H72 1.417
40 N 1.41574 -4.03019 3.64232  P39 1.571, H73 1.015
41 H -1.67610 -2.27767 -7.02099  C1 1.089
42 H -1.17096 -3.75260 -6.13254  C1 1.089
43 H -2.76273 -3.01375 -5.87931  C1 1.091
44 H -2.05230 -1.60661 -4.34059  C2 1.097
45 H -0.66296 -1.05734 -5.24594  C2 1.097
46 H -1.46955 -2.58646 -2.28254  C4 1.101
47 H -0.55400 -1.12084 -2.71003  C4 1.095
48 H 1.50253 -2.77836 -2.46825  C5 1.093
49 H 0.47226 -3.61792 -1.30969  C5 1.096
50 H -0.69164 -2.32550 0.07072  C7 1.092
51 H -0.41091 -0.56457 0.14001  C7 1.091
52 H 1.50616 -2.64596 1.32252  C8 1.096
53 H 1.84771 0.05537 0.57415  C9 1.094
54 H 3.58676 1.23967 2.14413  C14 1.091
55 H 1.50759 2.38468 4.49801  S15 1.353
56 H 1.95049 3.46444 2.29399  C16 1.088
57 H 0.82621 2.35293 1.56417  C16 1.089
58 H 2.95435 1.85478 -0.03012  C17 1.096
59 H 3.56572 3.35688 0.68153  C17 1.095
60 H 1.64988 3.81812 -2.48347  C19 1.092
61 H 2.34584 2.27586 -2.02402  C19 1.094
62 H -3.74331 1.98792 -3.44994  C29 1.095
63 H -1.21175 -3.15779 1.91346  C33 1.088
64 H -1.30849 -2.89944 3.62567  C33 1.098
65 H -2.29131 1.01371 1.22005  C37 1.092
66 H -0.67532 0.60726 1.86185  C37 1.093
67 H -1.63997 1.82859 2.64574  C37 1.093
68 H -1.89626 1.11562 4.68156  C38 1.093
69 H -0.78545 -0.23368 4.54588  C38 1.098
70 H -2.46747 -0.46676 5.13365  C38 1.091
71 H 2.20773 -1.77174 4.25422  P39 1.410
72 H 0.24610 -2.54088 5.13264  P39 1.417
73 H 1.09140 -4.31265 2.72340  N40 1.015

## Properties
DFT total energy in eV: -82388.324
Multiplicity: 1
Structure (SMILES): CCOCCOC[C@@H]([C@H](ON=O)O[C@H](S)CCOCC(F)(F)C(F)(F)C(F)(F)C(F)F)N(CC(=O)N(C)C)[PH2]=N

Which charges does Mulliken predict for the atoms? In e, they are: number 1, C, carries -1.20; number 2, C, carries 0.02; number 3, O, carries -0.46; number 4, C, carries 0.12; number 5, C, carries -0.67; number 6, O, carries -0.38; number 7, C, carries -1.22; number 8, C, carries -0.16; number 9, C, carries 0.20; number 10, O, carries -0.35; number 11, N, carries 0.32; number 12, O, carries -0.45; number 13, O, carries -0.21; number 14, C, carries -0.10; number 15, S, carries -0.22; number 16, C, carries -0.25; number 17, C, carries -0.61; number 18, O, carries -0.40; number 19, C, carries -1.49; number 20, C, carries 1.03; number 21, F, carries -0.30; number 22, F, carries -0.12; number 23, C, carries 0.68; number 24, F, carries -0.30; number 25, F, carries -0.33; number 26, C, carries 0.66; number 27, F, carries -0.35; number 28, F, carries -0.17; number 29, C, carries 0.05; number 30, F, carries -0.24; number 31, F, carries -0.28; number 32, N, carries 0.72; number 33, C, carries -0.81; number 34, C, carries 0.03; number 35, O, carries -0.52; number 36, N, carries 0.09; number 37, C, carries -0.52; number 38, C, carries -0.75; number 39, P, carries 0.63; number 40, N, carries -0.90; number 41, H, carries 0.33; number 42, H, carries 0.31; number 43, H, carries 0.29; number 44, H, carries 0.22; number 45, H, carries 0.28; number 46, H, carries 0.29; number 47, H, carries -0.04; number 48, H, carries 0.45; number 49, H, carries 0.30; number 50, H, carries 0.99; number 51, H, carries -0.24; number 52, H, carries 0.06; number 53, H, carries 0.35; number 54, H, carries 0.31; number 55, H, carries 0.14; number 56, H, carries 0.65; number 57, H, carries -0.23; number 58, H, carries 0.29; number 59, H, carries 0.40; number 60, H, carries 0.47; number 61, H, carries 0.49; number 62, H, carries 0.30; number 63, H, carries 0.23; number 64, H, carries 0.69; number 65, H, carries 0.32; number 66, H, carries -0.20; number 67, H, carries 0.53; number 68, H, carries 0.36; number 69, H, carries 0.14; number 70, H, carries 0.28; number 71, H, carries 0.01; number 72, H, carries 0.14; number 73, H, carries 0.29